(1)
DFT (wB97M-V/def2-TZVPD) results for the molecule C5H9NO2 in a non-equilibrium geometry.

Calculated values
highest occupied orbital energy = -0.369 hartree
max |F| = 4.684 eV/A
net charge = 0
frontier orbital gap = 0.38310 Eh
ΔE to the lowest compared entry with this formula, charge and spin = 3.2378 eV

Geometry as XYZ:
```
17
C5H9NO2 wB97M-V/def2-TZVPD
C 1.375 -0.338 1.683
C 0.073 -1.166 1.194
C -0.941 -0.759 0.375
C -1.077 0.666 -0.240
C -0.913 0.551 -1.733
H 2.672 1.086 0.765
H 1.517 0.499 -0.247
H -0.069 -2.188 1.750
H -1.926 -1.282 0.329
H -1.963 1.181 -0.239
H -0.193 1.174 0.173
H -1.978 0.148 -2.158
H -0.736 1.557 -2.338
H 0.143 -0.880 -0.899
N 1.954 0.361 0.648
O 1.755 -0.367 2.799
O 0.306 -0.242 -1.861
```

---

(2)
DFT (wB97M-V/def2-TZVPD) results for a structure of composition C4H12F12LiN2O14S4 in a non-equilibrium geometry.

Calculated values
highest occupied orbital energy = -0.243 hartree
max |F| = 6.889 eV/A
net charge = -1
frontier orbital gap = 0.27057 Eh

Geometry as XYZ:
```
49
C4H12F12LiN2O14S4 wB97M-V/def2-TZVPD
Li 17.829 7.513 -17.782
C 18.002 14.343 -24.175
F 18.329 14.245 -25.481
F 18.281 13.151 -23.677
F 18.704 15.344 -23.597
S 16.096 14.735 -23.991
O 15.960 15.242 -22.628
O 15.907 15.808 -24.998
N 15.253 13.335 -24.448
S 14.763 12.811 -23.125
O 15.727 12.650 -22.046
O 13.495 13.454 -22.659
C 14.410 10.949 -23.681
F 13.654 10.390 -22.731
F 13.810 10.872 -24.855
F 15.588 10.252 -23.749
C 19.597 10.840 -16.727
F 18.751 10.508 -15.725
F 18.845 11.611 -17.525
F 20.593 11.593 -16.251
S 20.378 9.311 -17.583
O 21.626 9.682 -18.203
O 20.574 8.272 -16.528
N 19.090 8.783 -18.633
S 19.576 9.187 -20.069
O 19.791 10.602 -20.341
O 20.638 8.313 -20.610
C 17.980 8.880 -21.113
F 18.010 7.606 -21.485
F 16.843 9.121 -20.452
F 18.096 9.678 -22.213
O 21.057 10.462 -23.404
H 20.129 10.328 -23.206
H 21.503 10.324 -22.566
O 23.773 7.541 -20.112
H 24.328 8.198 -20.537
H 22.877 7.857 -20.251
O 19.679 6.755 -14.079
H 20.569 7.093 -13.967
H 19.441 7.002 -14.973
O 18.386 5.714 -19.119
H 17.845 5.466 -19.870
H 19.280 5.477 -19.375
O 23.482 7.269 -17.064
H 22.612 7.645 -17.215
H 23.605 7.313 -16.115
O 16.289 8.727 -17.429
H 16.559 9.465 -17.982
H 15.634 9.098 -16.836
```

---

(3)
DFT (wB97M-V/def2-TZVPD) results for a cluster of 9 separate species, C31H45NO28S in total.

Calculated values
highest occupied orbital energy = -0.356 hartree
max |F| = 0.720 eV/A
net charge = 0
frontier orbital gap = 0.36575 Eh

Geometry as XYZ:
```
106
C31H45NO28S wB97M-V/def2-TZVPD
C -1.906 -2.371 1.390
C -1.187 -2.285 0.039
O 0.153 -1.787 0.187
C 1.155 -2.754 0.202
C 2.048 -2.794 -1.046
N 3.201 -3.638 -0.640
C 3.521 -3.058 0.635
O 4.613 -3.000 1.099
C 2.242 -2.430 1.248
S 1.801 -3.011 2.892
C 3.297 -3.216 3.816
O 1.035 -1.959 3.514
O 1.200 -4.312 2.700
H -2.662 -1.587 1.478
H -1.178 -2.259 2.197
H -2.407 -3.335 1.515
H -1.162 -3.267 -0.453
H -1.702 -1.588 -0.626
H 0.766 -3.758 0.429
H 1.588 -3.079 -1.991
H 2.474 -1.782 -1.102
H 2.897 -4.596 -0.456
H 2.392 -1.345 1.309
H 3.132 -2.734 4.782
H 3.472 -4.287 3.918
H 4.137 -2.745 3.305
C 4.323 -1.401 -5.163
C 4.470 -1.278 -3.658
O 3.492 -0.278 -3.341
C 2.552 -0.287 -4.306
O 1.501 0.268 -4.242
O 2.954 -1.031 -5.360
H 4.488 -2.406 -5.541
H 4.958 -0.698 -5.704
H 4.202 -2.197 -3.133
H 5.456 -0.955 -3.337
C -5.986 -1.266 -3.292
C -4.739 -0.664 -3.912
O -4.087 -0.080 -2.776
C -4.521 -0.715 -1.659
O -4.072 -0.570 -0.569
O -5.552 -1.535 -1.956
H -6.311 -2.190 -3.764
H -6.816 -0.561 -3.256
H -4.079 -1.419 -4.342
H -4.945 0.104 -4.652
C 2.257 1.033 4.022
C 2.132 0.579 5.461
O 3.459 0.102 5.738
C 4.320 0.705 4.891
O 5.507 0.655 4.981
O 3.651 1.376 3.928
H 1.647 1.894 3.764
H 2.051 0.217 3.329
H 1.918 1.406 6.142
H 1.408 -0.212 5.614
C -1.743 2.779 -5.361
C -0.750 1.731 -5.825
O -1.447 1.136 -6.938
C -2.340 2.018 -7.405
O -2.966 1.888 -8.416
O -2.463 3.072 -6.575
H -1.290 3.687 -4.975
H -2.449 2.381 -4.630
H 0.180 2.161 -6.198
H -0.520 0.980 -5.080
C 2.929 -0.813 10.542
C 3.631 -1.973 9.862
O 2.669 -2.369 8.873
C 1.873 -1.315 8.607
O 1.104 -1.256 7.700
O 2.081 -0.319 9.497
H 3.603 -0.031 10.877
H 2.300 -1.136 11.373
H 4.549 -1.675 9.358
H 3.843 -2.802 10.530
C -6.519 4.159 -5.504
C -5.273 4.957 -5.851
O -5.232 5.925 -4.799
C -5.915 5.437 -3.735
O -5.922 5.926 -2.653
O -6.582 4.311 -4.082
H -6.456 3.104 -5.758
H -7.424 4.586 -5.940
H -4.370 4.350 -5.811
H -5.327 5.459 -6.813
C -5.873 0.818 -8.492
C -6.971 1.149 -9.485
O -8.151 0.721 -8.793
C -7.897 0.717 -7.466
O -8.710 0.572 -6.613
O -6.573 0.908 -7.240
H -5.036 1.506 -8.503
H -5.505 -0.203 -8.613
H -7.050 2.221 -9.675
H -6.887 0.619 -10.429
C 6.690 2.246 8.690
C 6.653 2.760 10.119
O 6.231 1.598 10.846
C 6.547 0.502 10.119
O 6.463 -0.620 10.508
O 6.952 0.852 8.883
H 7.475 2.684 8.081
H 5.730 2.351 8.181
H 7.638 3.056 10.481
H 5.946 3.568 10.280
```

---

(4)
DFT (wB97M-V/def2-TZVPD) results for a structure of composition C28H44FeN6O8P2S in a non-equilibrium geometry.

Calculated values
highest occupied orbital energy (spin up / spin down) = -0.260 / -0.266 hartree
spin multiplicity = 5
max |F| = 5.589 eV/A
net charge = 0
frontier orbital gap (spin up / spin down) = 0.26644 / 0.27246 Eh

Geometry as XYZ:
```
90
C28H44FeN6O8P2S wB97M-V/def2-TZVPD
Fe 8.901 12.310 12.836
C 8.117 9.726 15.442
C 7.954 9.616 13.900
C 7.861 8.207 13.468
O 9.169 10.344 13.377
C 6.671 10.396 13.453
O 5.558 9.819 13.386
O 6.875 11.632 13.058
H 7.147 9.428 15.968
H 8.486 10.732 15.811
H 8.807 8.950 15.776
H 8.692 7.529 13.797
H 7.783 8.106 12.397
H 6.935 7.723 13.826
H 9.722 9.877 12.644
C 12.936 11.143 12.345
N 12.818 10.748 10.971
C 13.755 11.419 10.075
P 11.455 9.913 10.476
O 10.508 9.365 11.503
O 10.791 10.980 9.396
P 9.581 12.040 9.655
O 9.725 12.637 11.015
N 9.882 13.288 8.637
C 9.430 13.500 7.273
C 11.014 14.207 8.978
N 8.229 11.225 9.337
C 8.324 9.795 8.859
C 6.939 11.785 9.740
N 11.861 8.706 9.527
C 12.544 8.802 8.210
C 11.941 7.356 10.091
H 13.593 10.434 12.847
H 12.002 11.174 12.878
H 13.350 12.121 12.465
H 14.012 10.722 9.184
H 14.638 11.522 10.712
H 13.354 12.353 9.653
H 8.906 14.453 7.169
H 8.691 12.733 7.037
H 10.210 13.551 6.460
H 11.006 14.334 10.055
H 10.693 15.197 8.524
H 11.991 13.972 8.583
H 8.630 9.121 9.681
H 9.038 9.701 8.009
H 7.338 9.418 8.455
H 6.996 12.842 10.045
H 6.493 11.214 10.569
H 6.185 11.603 8.938
H 12.227 7.960 7.564
H 13.628 8.800 8.315
H 12.262 9.741 7.698
H 11.992 7.391 11.197
H 12.806 6.893 9.717
H 11.106 6.715 9.804
C 11.743 19.951 12.915
C 11.195 18.554 13.226
C 10.531 17.742 12.329
C 9.973 16.551 12.667
C 10.276 15.969 13.927
C 11.007 16.729 14.821
C 11.444 18.024 14.494
S 9.727 14.432 14.547
O 9.563 14.635 15.944
O 10.501 13.232 14.041
N 8.363 14.009 13.688
C 7.172 14.690 13.843
C 6.557 14.901 15.114
C 5.290 15.458 15.197
C 4.647 16.107 14.138
C 5.285 16.063 12.841
C 4.828 16.706 11.626
C 5.519 16.557 10.462
C 6.682 15.763 10.411
N 7.169 15.184 11.518
C 6.579 15.352 12.684
H 10.993 20.754 12.815
H 12.352 19.900 11.974
H 12.378 20.241 13.704
H 10.280 18.106 11.312
H 9.301 16.022 12.072
H 11.183 16.396 15.842
H 11.948 18.668 15.244
H 7.201 14.689 15.980
H 4.842 15.430 16.185
H 3.684 16.593 14.279
H 3.913 17.283 11.653
H 5.187 17.013 9.518
H 7.248 15.664 9.464
```

---

(5)
DFT (wB97M-V/def2-TZVPD) results for a cluster of 2 separate species, C6H16N2S in total in a non-equilibrium geometry.

Calculated values
highest occupied orbital energy = -0.302 hartree
max |F| = 3.843 eV/A
net charge = 0
frontier orbital gap = 0.32280 Eh
ΔE to the lowest compared entry with this formula, charge and spin = 0.0000 eV

Geometry as XYZ:
```
25
C6H16N2S wB97M-V/def2-TZVPD
C 2.103 -1.932 -0.402
C 2.096 1.852 0.857
C 0.363 0.491 -1.515
C 0.925 -1.265 0.218
C 0.646 1.376 0.772
C 0.625 0.180 -0.205
N -3.007 1.018 -0.561
N -3.538 -1.181 0.621
S -2.144 -0.361 -0.100
H 1.854 -2.693 -1.147
H 2.903 -1.348 -0.827
H 2.578 -2.676 0.311
H 2.158 2.362 -0.157
H 2.886 1.084 0.878
H 2.317 2.622 1.622
H 0.317 -0.250 -2.347
H 0.017 1.505 -1.812
H -3.762 0.713 -1.152
H 0.983 -1.297 1.386
H 0.053 -1.831 0.050
H 0.180 1.174 1.775
H 0.179 2.363 0.448
H -3.258 1.667 0.227
H -4.257 -1.639 -0.152
H -3.216 -1.936 1.212
```